C2H6N4O2 | wB97M-V/def2-TZVPD

Last column: Mulliken charge in e.
CARTESIAN COORDINATES (ANGSTROEM)
N (-0.835, -3.106, 0.194)  -0.4500
C (-0.773, -2.244, -0.665)  0.3601
N (-0.341, -1.186, -1.094)  -0.1746
N (0.479, -0.931, -2.222)  -0.4225
H (-1.584, -3.633, 0.563)  0.2539
H (1.090, -1.643, -2.538)  0.2212
H (0.856, -0.007, -2.233)  0.2210
O (-2.445, 1.264, -0.863)  -0.3236
C (-2.927, 0.402, -1.393)  0.6598
O (-3.431, -0.379, -2.032)  -0.3454
N (2.416, 2.957, 3.122)  -0.5597
H (2.411, 2.403, 3.930)  0.1831
H (3.286, 3.388, 2.831)  0.1904
H (1.799, 2.715, 2.400)  0.1864

Its frontier orbital gap is 9.123 eV. For the total energy, the calculation gives -12224.7806 eV. The LUMO energy comes out at 0.019 Ha. Its multiplicity is 1. For the energy above the lowest of the compared OMol25 structures with the same formula, charge and spin, the calculation gives 1.8714 eV. Its SMILES is N=C=NN.O=C=O.N.

=====

C2H6N4OS | wB97M-V/def2-TZVPD

Last column: Mulliken charge in e.
CARTESIAN COORDINATES (ANGSTROEM)
C (-0.675, 0.610, -1.160)  0.3238
C (1.840, -0.536, 1.023)  0.0509
H (-2.874, 0.571, 0.503)  0.3659
H (-0.818, -0.759, 0.655)  0.2559
H (-2.143, 1.146, -2.272)  0.2546
H (1.534, 1.546, 0.530)  0.3248
H (2.320, -0.063, 2.072)  0.2226
H (1.509, -2.307, 1.705)  0.2403
N (-1.258, -0.058, 0.004)  -0.1514
N (-1.138, 1.185, -2.151)  -0.5184
N (1.807, 0.446, -0.024)  -0.3846
N (1.530, -1.848, 0.707)  -0.5388
O (-2.613, -0.294, -0.068)  -0.4489
S (0.979, 0.361, -1.524)  0.0034

Its frontier orbital gap is 9.450 eV. For the total energy, the calculation gives -21009.1545 eV. The LUMO energy comes out at 0.012 Ha. Its multiplicity is 1. For the energy above the lowest of the compared OMol25 structures with the same formula, charge and spin, the calculation gives 6.1515 eV.

=====

C2H6N4S | wB97M-V/def2-TZVPD

Last column: Mulliken charge in e.
CARTESIAN COORDINATES (ANGSTROEM)
N (0.559, 1.871, -0.055)  -0.6638
N (0.145, 0.624, 0.301)  0.1801
C (-1.208, -0.120, -0.173)  -0.5756
C (-0.679, -1.567, 0.001)  -0.1346
N (0.723, -1.568, 0.180)  -0.7541
N (1.157, -0.382, 0.133)  0.6112
S (2.708, 0.118, 0.009)  -0.3118
H (1.329, 1.959, -0.720)  0.2731
H (0.799, 2.368, 0.867)  0.2651
H (-1.337, 0.320, -1.109)  0.2839
H (-1.847, 0.342, 0.574)  0.2917
H (-1.332, -1.920, 0.840)  0.2281
H (-1.017, -2.045, -0.847)  0.3065

Its frontier orbital gap is 8.677 eV. For the total energy, the calculation gives -18962.4534 eV. The LUMO energy comes out at 0.003 Ha. Its multiplicity is 1. For the energy above the lowest of the compared OMol25 structures with the same formula, charge and spin, the calculation gives 4.5919 eV. Its SMILES is NN1CCN=[N+]1[S-].

=====

C2H6N4S | wB97M-V/def2-TZVPD

Last column: Mulliken charge in e.
CARTESIAN COORDINATES (ANGSTROEM)
C (-1.276, -0.066, -2.250)  -0.2265
N (-0.043, -0.294, -1.888)  -0.7564
N (0.362, 0.050, -0.644)  0.1624
C (0.002, -0.746, 0.493)  0.3350
S (-1.038, -1.971, 0.443)  -0.3696
N (0.588, -0.372, 1.702)  -0.1736
N (1.052, 0.980, 1.953)  -0.5775
H (-1.612, -0.223, -3.276)  0.2744
H (-2.027, 0.506, -1.613)  0.2366
H (1.349, 0.240, -0.728)  0.2926
H (0.003, -0.738, 2.560)  0.2761
H (2.074, 1.020, 1.862)  0.2536
H (0.566, 1.613, 1.387)  0.2730

Its frontier orbital gap is 9.238 eV. For the total energy, the calculation gives -18964.1269 eV. The LUMO energy comes out at 0.022 Ha. Its multiplicity is 1. For the energy above the lowest of the compared OMol25 structures with the same formula, charge and spin, the calculation gives 2.9184 eV. Its SMILES is C=NNC(=S)NN.